Record 1
A structure of composition C8H12N2, computed with ωB97M-V/def2-TZVPD.

XYZ file:
```
22
Properties=species:S:1:pos:R:3:forces:R:3:mulliken_charge:R:1
C 2.7741 -0.0395 0.9124 -1.359 3.331 -0.122 -1.1407
C 1.3188 0.0064 0.4162 -0.331 0.765 0.284 0.5087
C -0.2520 1.0921 -0.9068 -0.141 -3.089 1.191 0.7119
C -0.8454 2.2027 -1.7209 -0.307 0.746 4.329 -1.7353
C -1.1342 -0.1246 -0.5994 -0.342 5.491 -2.164 0.6617
C -2.5637 -0.0982 -0.9353 -1.406 -0.273 -4.809 -0.8274
C 0.3873 -0.9526 0.7910 -0.405 -1.015 -0.714 0.1865
C 0.5039 -2.0565 1.8159 1.349 -2.277 3.014 -1.1966
H 3.3199 0.8846 0.4831 -0.862 -1.493 0.909 0.3078
H 3.1579 -0.8830 0.4718 1.421 -2.101 -0.806 0.3289
H 2.8557 -0.0978 2.0063 -0.001 0.078 -0.363 0.3064
H -0.1073 2.8929 -1.8106 2.861 2.087 -0.221 0.5387
H -1.5099 2.8566 -1.0135 0.024 -1.640 -1.840 0.2706
H -1.0261 2.0099 -2.7158 -1.718 -0.804 -1.882 0.4965
H -2.6647 -1.3594 -1.1124 -1.176 3.899 0.842 0.3141
H -2.7208 0.5050 -2.1421 0.209 -2.032 3.753 0.1787
H -3.1614 0.5835 -0.1923 0.762 -1.991 -1.304 0.2287
H -0.4755 -2.4811 2.1152 0.157 0.428 -1.027 0.3749
H 1.1183 -2.9883 1.5225 -0.776 1.529 -0.085 0.2431
H 0.8721 -1.9342 2.9496 -0.087 0.902 -2.616 0.2934
N 0.9950 1.0850 -0.4412 -1.498 -1.302 0.165 -0.6067
N -0.8422 -1.1033 0.1064 3.626 -1.240 3.466 -0.4437
```
Forces are in eV/Å.

LUMO energy, eV: 0.755
Energy relative to the best compared isomer or geometry (same formula, charge and spin), kJ/mol: 376.5
Highest occupied orbital energy, eV: -8.65
Total energy, a.u.: -421.416813
Gap between HOMO and LUMO, eV: 9.41



Record 2
An isolated molecule of C2H3BrFNO2, computed with ωB97M-V/def2-TZVPD.

XYZ file:
```
10
Properties=species:S:1:pos:R:3:forces:R:3:mulliken_charge:R:1
C 0.0945 -0.1396 -0.4209 -2.510 -0.993 -2.423 -1.1043
C 1.4374 0.4259 -0.3230 0.357 -0.103 -1.065 0.5339
N 1.4980 2.0313 -0.7749 -0.924 -0.847 0.380 0.8522
O 0.5570 2.3512 -1.5063 1.910 -0.023 1.121 -0.4955
O 2.4166 2.7035 -0.3561 -1.138 -0.762 -0.591 -0.4935
F 1.9116 0.1917 0.8776 1.064 0.984 0.940 -0.2062
Br 2.5529 -0.4879 -1.6414 0.285 0.400 0.015 -0.0981
H 0.0963 -1.2701 -0.5191 0.517 1.380 0.009 0.3501
H -0.5827 0.0165 0.4239 0.321 0.746 -0.093 0.3275
H -0.3188 0.2751 -1.4115 0.118 -0.782 1.707 0.3339
```
Forces are in eV/Å.

LUMO energy, eV: -0.411
Energy relative to the best compared isomer or geometry (same formula, charge and spin), kJ/mol: 20.9
Highest occupied orbital energy, eV: -11.05
Total energy, a.u.: -2957.002643
Gap between HOMO and LUMO, eV: 10.63



Record 3
A cluster of 2 separate species, C3H7NO2 in total, computed with ωB97M-V/def2-TZVPD.

XYZ file:
```
13
Properties=species:S:1:pos:R:3:forces:R:3:mulliken_charge:R:1
C -0.5353 -1.9993 -1.1710 0.671 1.730 -2.241 -0.2040
C -0.5182 -1.5702 -2.4531 -0.085 -0.931 1.824 -0.5680
N -0.2915 -0.9794 -0.1180 -0.940 -1.941 -0.711 -0.2744
H -0.5339 -3.0549 -0.9698 0.776 -0.054 0.793 0.3257
H -0.0049 -2.2567 -3.1159 -1.205 -0.044 -0.814 0.2491
H -0.9401 -0.6044 -2.7057 0.988 0.292 -0.267 0.2867
H -0.7768 -0.0893 -0.2669 -0.070 0.300 0.489 0.3339
H -0.4976 -1.4339 0.7675 0.101 1.023 0.569 0.3369
H 0.7052 -0.7187 -0.1288 -0.116 0.341 0.746 0.4162
O 0.9053 0.5570 1.5384 0.198 -0.356 0.549 -0.7178
C 0.4803 1.7512 1.5409 0.216 -0.759 -0.796 0.1513
O -0.0530 2.2800 0.5516 -0.365 0.386 0.284 -0.6696
H 0.6308 2.3138 2.4982 -0.169 0.012 -0.424 0.3339
```
Forces are in eV/Å.

LUMO energy, eV: -0.543
Energy relative to the best compared isomer or geometry (same formula, charge and spin), kJ/mol: 351.0
Highest occupied orbital energy, eV: -8.18
Total energy, a.u.: -323.647286
Gap between HOMO and LUMO, eV: 7.63



Record 4
A structure of composition C28H30N2RuS4, computed with ωB97M-V/def2-TZVPD.

XYZ file:
```
65
Properties=species:S:1:pos:R:3:forces:R:3:mulliken_charge:R:1
Ru -0.4039 -0.5732 -0.4605 0.376 -0.006 0.266 -0.9923
C -2.2988 -3.8990 -1.0337 0.011 0.000 -0.047 -0.5557
C -3.3073 -2.8088 -1.3527 0.012 0.010 -0.012 -1.0514
S -2.9316 -1.1908 -0.6266 -0.105 -0.047 0.093 0.2365
C -3.4206 -1.4471 1.1063 0.065 0.019 0.046 -0.9688
C -2.3514 -1.9938 2.0477 -0.023 0.003 -0.051 -0.8839
S -0.7800 -1.0664 1.9655 -0.102 0.017 0.023 0.1871
C 0.3852 -2.4059 2.3456 0.068 0.002 -0.013 -0.4975
C 1.7495 -2.0923 1.7537 -0.005 -0.009 0.012 -0.9307
S 1.7960 -1.9813 -0.0531 -0.235 0.135 -0.146 0.2876
C 1.7878 -3.7213 -0.5727 -0.023 -0.018 0.009 -1.0625
C 0.4240 -4.3934 -0.6486 -0.029 0.040 0.037 -0.7087
S -0.6849 -3.3052 -1.5685 -0.059 -0.106 -0.072 0.0699
H -2.5594 -4.8144 -1.5657 -0.015 0.008 0.001 0.4793
H -2.2700 -4.1189 0.0330 -0.019 -0.010 0.015 0.2623
H -4.3082 -3.0923 -1.0276 -0.010 0.019 -0.006 0.5102
H -3.3532 -2.6289 -2.4279 0.024 0.006 0.003 0.4542
H -4.2877 -2.1093 1.1083 0.020 -0.024 -0.011 0.5459
H -3.7826 -0.4769 1.4402 0.019 0.025 0.044 0.5596
H -2.1300 -3.0352 1.8201 0.008 0.000 -0.037 0.3984
H -2.7251 -1.9526 3.0715 0.009 0.008 0.001 0.4833
H -0.0117 -3.3379 1.9458 -0.001 0.018 0.023 0.0814
H 0.4634 -2.5006 3.4290 -0.001 0.013 0.000 0.4851
H 2.4812 -2.8395 2.0620 -0.007 -0.011 0.001 0.5834
H 2.1054 -1.1182 2.0928 0.001 0.000 -0.022 0.2928
H 2.4657 -4.2797 0.0737 -0.008 0.010 0.016 0.5213
H 2.2436 -3.6995 -1.5641 0.000 0.001 0.002 0.4405
H 0.0073 -4.5830 0.3404 0.002 0.012 -0.009 0.3688
H 0.5115 -5.3485 -1.1668 0.010 -0.007 0.012 0.5047
C -1.8926 4.2902 2.1561 -0.004 -0.028 -0.009 -0.4718
C -2.2815 2.9888 2.4355 0.006 0.021 0.001 -1.0541
C -2.0898 1.9886 1.4951 -0.018 -0.017 0.035 0.2295
C -1.5298 2.2903 0.2672 -0.029 0.225 0.159 0.3656
C -1.1271 3.5913 -0.0143 0.007 0.089 0.036 -0.3353
C -1.3104 4.5849 0.9307 0.000 0.009 0.004 -0.7596
N -1.2952 1.2880 -0.7253 -0.013 -0.357 -0.181 1.2428
N -1.4160 1.7195 -1.8949 -0.002 0.070 -0.156 -0.9672
C -0.8712 0.8989 -2.8607 -0.005 -0.044 -0.025 -0.2452
C -0.9403 1.2954 -4.2000 -0.005 0.021 0.009 -0.5645
C -0.2425 0.5675 -5.1371 -0.002 -0.016 0.005 -0.6226
C 0.5306 -0.5196 -4.7208 -0.001 0.011 0.005 -0.7165
C 0.5808 -0.9044 -3.3897 0.029 -0.022 -0.006 -0.1297
C -0.1441 -0.2174 -2.4166 0.111 -0.001 -0.062 1.4547
H -2.0334 5.0696 2.8925 0.000 -0.001 0.005 0.4289
H -2.7329 2.7471 3.3885 0.004 0.002 0.003 0.4283
H -2.3799 0.9805 1.7340 -0.038 -0.082 -0.027 -0.0659
H -0.6571 3.8109 -0.9625 -0.002 -0.017 0.028 0.5119
H -0.9863 5.5932 0.7110 -0.003 0.002 0.005 0.4019
H -1.5191 2.1703 -4.4650 0.003 0.001 -0.009 0.4858
H -0.2691 0.8449 -6.1816 -0.003 0.009 0.001 0.4064
H 1.1077 -1.0693 -5.4541 -0.002 -0.004 0.000 0.4382
H 1.1998 -1.7522 -3.1177 -0.010 0.009 -0.015 0.2954
C 1.0396 0.6400 0.0896 0.014 -0.015 0.034 -0.0129
C 1.8912 1.3985 0.5037 -0.013 0.007 -0.049 0.4241
C 2.9057 2.3000 0.9646 -0.005 0.023 0.035 0.0862
C 3.7721 2.9133 0.0567 -0.003 -0.014 0.005 -0.4163
C 4.7529 3.7800 0.5087 0.003 0.006 -0.002 -0.5905
C 4.8761 4.0505 1.8649 -0.003 0.003 -0.002 -0.4480
C 4.0149 3.4491 2.7726 0.005 0.002 -0.002 -0.6243
C 3.0358 2.5768 2.3277 0.002 -0.002 0.000 -0.3589
H 3.6686 2.6995 -0.9988 -0.001 0.002 -0.002 0.4554
H 5.4229 4.2484 -0.1999 0.000 0.003 0.000 0.4003
H 5.6409 4.7315 2.2139 0.004 -0.003 0.000 0.3993
H 4.1074 3.6608 3.8296 -0.002 0.001 0.001 0.3956
H 2.3575 2.1084 3.0296 -0.004 0.001 0.001 0.4323
```
Forces are in eV/Å.

Multiplicity: 2
Charge: +1
LUMO energy (alpha / beta), eV: -3.115 / -3.781
Energy relative to the best compared isomer or geometry (same formula, charge and spin), kJ/mol: 0.0
Highest occupied orbital energy (alpha / beta), eV: -10.30 / -10.36
Total energy, a.u.: -2881.827707
Gap between HOMO and LUMO (alpha / beta), eV: 7.19 / 6.58